Record 1
Computed, not measured: a 2-piece molecular cluster, C2H3NO2 overall, with ωB97M-V/def2-TZVPD.

The geometry in XYZ format:
```
8
Properties=species:S:1:pos:R:3:forces:R:3:mulliken_charge:R:1
N -1.0062 -1.5792 0.2931 1.57 -0.75 -0.03 -0.382
H -0.2525 2.9611 -0.1623 0.27 0.00 -0.08 0.355
O 0.8034 0.7402 -0.2650 -1.46 1.69 0.33 -0.481
H 0.6705 -2.7792 -0.0317 0.77 -2.02 -0.04 0.359
O -0.8444 2.2309 0.0950 -1.34 2.32 0.17 -0.298
C 0.1962 -1.8719 0.1124 -2.12 4.71 -0.26 -0.160
C -0.3219 1.0932 0.0446 2.54 -3.53 -0.48 0.317
H 0.7550 -0.7953 -0.0861 -0.22 -2.42 0.39 0.289
```
Positions in Å, forces in eV/Å.

## Properties
LUMO energy (alpha / beta): -0.989 / 0.172 eV
charge: 0
frontier orbital gap (alpha / beta): 7.7 / 9.6 eV
energy above the lowest of the compared OMol25 structures with the same formula, charge and spin: 462.23 kJ/mol

=====

Record 2
Computed, not measured: C10H29AgN4O4 as an isolated structure, with ωB97M-V/def2-TZVPD.

The geometry in XYZ format:
```
48
Properties=species:S:1:pos:R:3:forces:R:3:mulliken_charge:R:1
H -0.3760 3.7890 -0.4786 0.07 -0.10 0.23 0.478
C -0.3304 2.7504 -0.8348 -0.64 0.75 -0.12 -0.789
H 0.3871 -3.2085 -1.7662 0.22 -0.43 -0.52 0.131
H 1.6670 3.5400 -3.5672 0.06 0.08 0.03 0.397
N 4.1188 2.0817 1.8956 0.21 0.09 -0.14 -0.406
C 0.9734 3.8119 -2.7707 -0.21 0.40 -0.23 -1.569
H -0.7644 -1.7606 1.4031 0.20 0.25 0.11 0.218
H 0.0368 4.1161 -3.2474 -0.09 -0.27 0.03 0.312
H -0.3381 -1.8178 -0.1242 0.67 0.38 0.28 0.019
N -0.8299 -1.2117 0.5453 -0.87 -1.00 -0.37 -0.134
H -2.8775 -0.8446 0.8154 -0.17 -0.12 -0.05 0.409
H -0.1611 2.0704 2.2583 -0.15 -0.07 0.16 0.146
H 3.4255 2.1780 4.2820 0.04 -0.10 0.00 0.148
H 1.4602 1.1982 -3.1227 0.24 -0.10 0.36 0.244
N 2.8139 1.6041 3.7306 0.28 0.34 0.07 -0.387
O -2.7680 -3.2887 1.4091 0.25 -0.24 -0.50 -0.320
C 0.8245 2.6474 -1.8201 -0.72 -1.06 0.57 0.555
C 1.2755 -3.4347 -1.1271 -0.65 1.66 0.55 -0.654
H -1.6571 -1.2943 -1.9420 -0.41 -0.19 -0.24 0.193
Ag 1.4074 0.0863 -0.3431 -0.05 -1.61 -0.34 0.634
H 2.1285 1.0675 4.2269 -0.11 -0.17 -0.28 0.239
H 4.4134 1.9120 0.9522 -0.19 -0.11 -0.06 0.209
H -1.2508 3.2134 1.3482 0.54 0.19 0.26 0.397
O 1.8446 -2.2552 -0.6823 0.12 0.55 0.17 -0.728
H -1.4942 -4.9841 1.2704 0.09 0.52 -0.19 0.279
N 0.7138 1.3176 -2.4403 1.13 -0.46 -0.81 -0.603
H -3.3658 -0.6975 -1.6853 0.00 -0.34 -0.08 0.489
H -1.9458 0.2547 -1.2797 -0.13 0.03 0.27 -0.231
H 0.7957 -3.9889 -0.2892 0.40 -0.47 -0.03 0.079
H -0.0935 1.0645 -3.0020 -0.56 0.65 0.53 0.191
C -2.3550 -0.7599 -1.2863 0.65 0.41 0.02 -0.830
O 2.3650 0.6381 1.7351 0.22 -0.10 0.16 -0.585
H 4.5887 2.8126 2.3961 -0.03 -0.11 0.13 0.157
H 2.0061 -4.0520 -1.6643 -0.26 -0.35 -0.08 0.310
C -0.8539 2.1951 1.4337 -0.89 0.11 -0.95 -0.795
H 1.6981 2.5558 -1.1629 0.20 0.29 -0.27 0.093
O -0.1941 1.8328 0.2265 0.45 0.69 -0.03 0.297
C 3.0674 1.3767 2.4030 -0.36 0.26 0.31 0.558
H -1.7768 1.6116 1.5140 0.35 -0.44 0.40 0.155
H -1.8684 -3.4222 -0.4671 -0.02 -0.06 -0.03 0.304
H -1.2961 2.5596 -1.3265 0.09 0.07 -0.27 0.353
C -2.6360 -2.8539 0.0676 -0.41 1.20 0.07 -0.689
H 1.3499 4.7099 -2.2761 0.11 -0.12 0.11 0.392
C -2.5025 -4.6563 1.5545 -0.04 -0.92 0.65 -0.729
H -2.6034 -4.8917 2.6159 -0.10 0.05 -0.04 0.271
H -3.1910 -5.3129 1.0068 -0.19 0.28 -0.08 0.306
C -2.2442 -1.3761 0.0991 0.71 0.27 0.09 0.151
H -3.5874 -2.8839 -0.4832 -0.06 -0.59 0.16 0.335
```
Positions in Å, forces in eV/Å.

## Properties
LUMO energy: 0.322 eV
charge: 0
frontier orbital gap: 6.3 eV
energy above the lowest of the compared OMol25 structures with the same formula, charge and spin: 131.17 kJ/mol

=====

Record 3
Computed, not measured: a 2-piece molecular cluster, C17H17ClNO7S2 overall, with ωB97M-V/def2-TZVPD.

The geometry in XYZ format:
```
45
Properties=species:S:1:pos:R:3:forces:R:3:mulliken_charge:R:1
O -5.4496 0.5245 1.6100 0.04 0.00 -0.08 -0.663
S 0.6482 1.7911 -2.8451 -0.08 -0.79 1.16 -0.212
H 0.4042 -4.1075 -0.9963 -0.87 0.93 -0.22 0.296
Cl -5.8379 0.8984 0.2682 -0.12 0.09 0.15 1.665
C -1.7564 0.9011 2.7758 -0.59 1.81 -2.31 -0.718
H -2.8721 2.6411 3.6560 0.45 -0.46 -1.02 0.324
C -1.7290 -3.7505 -1.5767 0.44 2.75 0.31 -0.401
C 4.8023 -0.7684 -0.3176 0.44 0.82 -0.49 -0.332
H 5.5562 0.8672 -1.5473 -0.86 0.12 0.84 0.276
H -0.7369 -0.6511 1.5868 -0.45 0.89 -0.34 0.353
H -2.0278 -4.8075 -1.7524 0.59 0.89 0.28 0.332
C 4.7663 0.7603 -0.7440 0.00 -0.69 -0.40 -0.592
C -2.5147 2.9705 1.4681 1.15 -2.21 -0.11 -0.546
H -2.0375 2.9463 -0.7576 -0.03 -0.64 1.16 0.355
S 1.9419 0.8743 -0.3194 -0.47 -0.07 0.10 0.073
O 4.2006 -0.2922 2.4720 1.21 -0.10 -0.88 -0.403
C -0.3839 -3.3274 -1.1723 -1.23 0.96 -0.36 -0.616
C -2.7485 -2.7059 -1.7676 2.24 0.43 0.78 -0.496
C 5.1478 -1.1572 1.9751 0.98 -0.95 0.01 0.592
C -1.9701 2.4051 0.2223 0.29 -1.24 2.06 -0.321
H -1.7079 0.3585 3.7538 0.04 0.44 -1.25 0.330
C -1.3207 1.0778 0.2533 -1.50 1.81 2.44 0.076
O 5.4461 -2.1597 2.5552 -0.52 0.71 0.08 -0.506
H 5.1992 -1.4099 -1.1552 -0.54 0.69 0.86 0.319
C -0.0191 -1.9052 -0.9813 -2.04 -0.63 -0.51 0.188
O -5.3881 2.2471 -0.0065 0.01 -0.06 -0.04 -0.648
H 3.8060 -1.1593 0.0090 0.83 0.41 -0.26 0.284
H 1.0138 -1.6399 -0.6674 -0.96 -0.30 -0.33 0.163
O -5.2325 -0.0150 -0.6822 0.01 0.02 -0.02 -0.655
H 5.1218 1.4069 0.1055 -0.62 -0.65 -0.67 0.278
H 3.2842 0.6663 -2.3555 -0.12 0.54 0.83 0.423
H -3.0114 3.9653 1.4522 0.39 -1.01 -0.02 0.308
N -0.8505 0.5649 -1.0279 1.62 -0.95 1.55 0.451
C -2.4254 2.2126 2.7245 0.92 -0.72 -1.66 -0.303
H -3.1900 -0.5407 -1.6698 0.77 -0.67 0.20 0.320
H 3.5110 2.3131 -1.6477 -0.45 -0.97 0.28 0.415
C -2.3943 -1.3132 -1.5505 0.98 -0.78 0.02 -0.158
O -7.2774 0.8357 0.1465 0.11 -0.02 -0.04 -0.705
C -1.0313 -0.8678 -1.1759 -1.29 -3.26 -0.70 -0.132
O 5.7930 -0.8975 0.7576 -2.06 0.30 0.89 -0.334
H -3.7928 -2.9834 -2.0588 1.14 0.43 0.35 0.369
C 0.4751 1.0257 -1.3753 0.38 1.18 -2.10 -0.178
C -1.2214 0.3500 1.5257 -0.65 1.36 0.39 0.085
C 3.4085 1.2260 -1.3915 0.58 0.06 -0.72 -0.701
H 4.4010 0.6297 2.2243 -0.19 -0.47 -0.20 0.345
```
Positions in Å, forces in eV/Å.

## Properties
LUMO energy: 1.497 eV
charge: -1
frontier orbital gap: 7.4 eV

=====

Record 4
Computed, not measured: a 3-piece molecular cluster, C20H43NO8 overall, with ωB97M-V/def2-TZVPD.

The geometry in XYZ format:
```
72
Properties=species:S:1:pos:R:3:forces:R:3:mulliken_charge:R:1
H -1.9014 -3.1351 2.3569 -0.01 -0.21 -0.12 0.250
H -4.7900 0.1779 2.7932 -0.35 1.01 -0.43 0.382
H 0.5107 -1.9816 -0.3428 -0.13 0.14 -0.24 0.398
H 0.2838 -5.7578 -2.5013 -0.02 -0.01 0.01 0.435
C 0.3464 -4.8871 -1.8451 0.04 0.08 0.05 -0.882
H 1.9186 2.9461 -0.7073 0.05 -0.14 -0.04 0.262
H -4.7487 -1.7433 0.4619 0.42 0.54 -0.82 0.260
H 2.6118 -8.6563 -1.0903 0.06 0.05 0.01 0.326
C 3.4110 1.6990 0.2583 -0.41 -0.29 -0.16 -0.608
O 3.7517 3.9193 -0.6541 -0.05 -0.08 -0.15 -0.423
H -3.1867 5.2602 0.3422 -0.08 0.08 0.00 0.264
H -0.6843 -3.0695 0.4710 0.00 -0.10 -0.41 0.237
C -5.1105 -0.9156 1.0527 -1.32 -0.84 -1.07 -0.697
H -1.1316 1.1653 -1.2675 0.22 -0.12 0.38 0.259
H -0.3784 2.6621 -0.6086 0.11 0.04 0.08 0.138
H 0.8896 7.5046 0.6609 0.13 0.09 0.06 0.407
H -2.4825 0.4467 2.5868 0.16 0.34 -0.06 0.504
C 5.1577 1.0581 -1.2058 -0.07 -0.08 -0.01 -0.778
H 4.4924 4.5264 -2.4494 0.00 0.03 0.06 0.309
H -0.2417 7.5681 -0.6638 -0.11 -0.01 -0.28 0.356
H -1.2622 -6.2946 -0.7204 0.02 -0.05 -0.04 0.381
O 3.7719 0.9895 -0.9198 0.16 0.15 0.00 -0.345
H 2.3643 -6.9085 -1.3590 0.00 0.00 0.02 0.279
C -2.8011 3.1911 -0.1221 0.08 -0.10 0.24 0.191
H -3.8795 3.2609 -0.2266 -0.20 -0.07 -0.22 0.542
H -1.5297 2.3025 1.4041 0.30 -0.34 -0.22 0.343
H 5.5358 2.0807 -1.1387 0.00 0.00 0.02 0.331
H 2.1544 -8.0537 -2.6965 -0.05 -0.05 0.01 0.244
H 4.2743 1.8185 0.9198 0.03 0.08 -0.04 0.356
C -1.0222 2.2421 -1.3735 -0.54 -0.28 -0.60 -0.523
C -0.8120 -0.9986 1.0647 0.17 -1.42 -0.71 0.481
H 1.1547 -7.6251 0.6206 0.01 0.06 -0.01 0.354
H -0.7058 -6.0198 0.9386 -0.04 -0.04 -0.01 0.292
O -1.2681 5.1895 -0.3112 0.10 -0.47 0.54 -0.304
H 2.6649 1.0918 0.7811 -0.01 0.04 0.02 0.303
C -0.3788 -6.2765 -0.0752 0.21 0.17 0.29 -0.356
O 0.6392 -8.0817 -1.3392 0.13 0.16 0.04 -0.371
H 2.7258 4.6374 -2.3027 -0.02 -0.05 -0.07 0.264
H -3.0743 -2.0876 3.1538 -0.26 0.01 -0.25 0.425
C 2.0169 -7.9090 -1.6260 -0.04 -0.08 -0.03 -0.682
H -0.6046 2.4053 -2.3605 0.20 0.30 -0.09 0.376
C 2.7984 3.0444 -0.0651 0.25 0.26 0.28 -0.164
H -0.4329 -8.3638 0.3622 0.01 0.02 0.04 0.385
H -0.5605 -4.2821 -1.9535 -0.01 -0.03 -0.07 0.337
O -2.3262 2.8181 -1.3839 0.34 0.33 0.12 -0.493
C -0.3440 5.7985 0.5727 0.45 0.52 -0.27 -0.069
C -2.3307 4.5834 0.4063 -0.61 0.17 -0.50 -0.830
H 5.3063 0.6956 -2.2222 -0.05 -0.04 0.02 0.256
O 0.5264 -5.2634 -0.4895 -0.05 -0.14 -0.19 -0.313
H -0.8400 6.2563 1.4303 -0.33 -0.17 0.08 0.374
H -6.1294 -0.5982 0.8930 -0.59 -0.79 0.64 0.282
H 3.5122 3.0509 -2.5348 -0.03 -0.01 0.01 0.322
H 1.2053 -4.2863 -2.1412 0.00 0.02 0.06 0.242
N -2.1525 -1.2421 1.4285 0.06 0.11 -0.11 0.248
O -0.2662 0.0551 1.1674 0.40 1.62 0.16 -0.571
H -1.3680 -1.7539 3.3163 0.02 -0.07 0.16 0.382
C 3.6046 4.0302 -2.0594 0.01 0.08 0.06 -0.749
C 0.4205 6.9065 -0.1192 0.21 0.00 0.41 -1.215
C -2.1320 -2.1116 2.6178 0.14 0.16 0.13 -1.097
H -3.2148 2.4278 1.7986 -0.08 0.17 0.07 0.578
C -4.3740 -0.2616 1.8970 1.56 0.57 1.31 -0.558
H 2.4704 3.5070 0.8724 -0.02 -0.02 0.00 0.338
H 0.6914 -2.4488 1.3217 0.20 0.00 0.06 0.323
C -0.0448 -2.1992 0.5593 -0.32 -0.33 0.87 -1.092
C -2.5294 2.1772 0.9816 -0.31 0.13 0.32 -0.992
H 0.3856 5.0770 0.9526 -0.14 -0.28 0.12 0.240
O -2.7906 0.8457 0.5767 0.28 0.27 0.01 -0.242
C -2.8896 -0.0122 1.6775 -0.28 -0.88 0.95 -0.162
H 5.7191 0.4165 -0.5177 0.07 0.05 0.00 0.300
H 1.2292 6.5309 -0.7364 -0.08 -0.04 -0.38 0.136
C 0.2818 -7.6382 -0.0390 -0.25 -0.20 -0.20 -0.673
H -2.1074 4.4992 1.4706 0.27 -0.08 0.10 0.489
```
Positions in Å, forces in eV/Å.

## Properties
LUMO energy: 0.710 eV
charge: 0
frontier orbital gap: 9.8 eV

=====

no.,E_tot (Eh)
1,-283.08195
2,-1065.27694
3,-2495.71029
4,-1444.30632